# C4H15NO2

A 3-piece molecular cluster, C4H15NO2 overall (wB97M-V/def2-TZVPD, the Open Molecules 2025 dataset).

## Properties
- E (Eh) = -366.59780
- highest occupied orbital energy (eV) = -9.2
- orbital gap (eV) = 9.9557

Geometry as XYZ:
```
22
C4H15NO2 wB97M-V/def2-TZVPD
C -1.168 1.305 -0.178
C -0.485 0.290 0.751
N 0.787 -0.197 0.235
C 1.642 -0.635 1.313
C 0.632 -1.308 -0.689
H -0.987 2.331 0.133
H -0.783 1.199 -1.192
H -2.244 1.134 -0.193
H -1.083 -0.547 1.148
H -0.323 0.844 1.683
H 1.346 -1.501 1.931
H 1.794 0.173 2.033
H 2.647 -0.871 0.947
H 0.458 -2.296 -0.221
H -0.130 -1.196 -1.452
H 1.591 -1.489 -1.169
O -2.932 -1.520 -0.563
H -3.647 -1.116 -1.021
H -2.508 -0.886 0.006
O 2.015 2.199 -1.472
H 1.303 2.701 -1.116
H 2.075 1.388 -0.914
```